# 1
C39H36F2HgN3O2P2 | ωB97M-V with the def2-TZVPD basis set

Output
Charge: 0
2S+1: 2
Frontier orbital gap (spin up / spin down) (eV): 6.283 / 7.274
Calculated total energy (eV): -77775.787
Highest occupied orbital energy (spin up / spin down) (eV): -5.957 / -7.441

Last column: Mulliken charge in e.
Geometry (Å):
Hg1 1.442 -0.744 0.204  1.09
C1 -2.134 1.410 2.445  -1.49
C2 -1.738 2.698 1.726  -2.00
P1 -0.336 2.272 0.581  2.52
C3 -0.012 3.871 -0.268  0.64
C4 -0.312 5.132 0.232  -0.91
C5 0.127 6.263 -0.435  -0.70
C6 0.878 6.148 -1.594  -0.57
C7 1.145 4.895 -2.119  -0.98
C8 0.694 3.764 -1.465  -0.01
C9 1.127 2.323 1.669  0.50
C10 2.358 2.328 1.011  -0.57
C11 3.539 2.188 1.715  -0.78
C12 3.507 2.057 3.096  -0.61
C13 2.294 2.089 3.758  -0.85
C14 1.107 2.214 3.052  -0.44
P2 -1.354 -0.004 1.513  1.33
C15 -2.415 -0.064 0.025  -0.74
C16 -3.735 0.160 0.101  -0.09
C17 -4.612 0.054 -1.042  -0.93
C18 -4.178 -0.419 -2.209  -1.34
C19 -2.754 -0.785 -2.436  0.38
C20 -1.785 -0.435 -1.279  0.86
C21 -2.037 -1.418 2.474  0.01
C22 -2.394 -2.605 1.834  -0.54
C23 -2.732 -3.729 2.569  -0.70
C24 -2.733 -3.690 3.954  -0.59
C25 -2.365 -2.523 4.602  -0.66
C26 -2.006 -1.405 3.869  -0.36
H1 -3.214 1.289 2.544  0.65
H2 -1.722 1.389 3.456  0.55
H3 -1.494 3.504 2.423  0.65
H4 -2.555 3.042 1.081  0.48
H5 -0.884 5.248 1.140  0.31
H6 -0.103 7.242 -0.041  0.41
H7 1.253 7.033 -2.086  0.39
H8 1.713 4.797 -3.033  0.48
H9 0.880 2.778 -1.872  0.11
H10 2.378 2.447 -0.065  0.37
H11 4.483 2.179 1.190  0.45
H12 4.426 1.932 3.651  0.39
H13 2.260 2.010 4.835  0.44
H14 0.183 2.229 3.606  0.22
H15 -4.211 0.385 1.044  0.40
H16 -5.648 0.326 -0.899  0.42
H17 -4.841 -0.543 -3.052  0.44
H18 -2.686 -1.820 -2.787  0.53
H19 -1.035 -1.220 -1.115  0.34
H20 -2.398 -2.649 0.754  0.34
H21 -3.003 -4.645 2.063  0.44
H22 -3.016 -4.562 4.528  0.40
H23 -2.360 -2.482 5.683  0.40
H24 -1.688 -0.516 4.394  0.28
C27 1.156 -6.373 -0.318  -0.68
O1 1.152 -5.772 0.971  -0.43
C28 1.060 -4.421 1.000  0.64
O2 0.992 -3.720 0.025  -0.58
N1 1.080 -4.013 2.293  -0.12
N2 1.039 -2.664 2.650  -0.24
H25 1.813 -7.239 -0.264  0.25
H26 1.518 -5.660 -1.059  0.30
H27 0.142 -6.685 -0.572  0.26
H28 1.060 -4.737 3.005  0.23
H29 1.809 -2.428 3.270  0.29
H30 0.152 -2.414 3.085  0.04
F1 6.216 -1.436 -3.139  -0.35
C29 4.935 -1.000 -3.124  0.50
C30 4.203 -1.063 -1.950  -1.12
C31 2.882 -0.659 -1.960  -0.73
C32 2.274 -0.225 -3.136  0.63
C33 3.068 -0.118 -4.278  0.42
F2 2.548 0.390 -5.422  -0.34
C34 4.398 -0.488 -4.292  -0.80
C35 0.816 -0.006 -3.177  0.83
C36 0.097 -0.598 -4.308  -0.69
C37 -1.220 -0.463 -4.422  -1.43
C38 -2.014 0.213 -3.362  0.02
C39 -1.170 0.693 -2.155  -0.81
N3 0.250 0.626 -2.222  -0.31
H31 4.668 -1.440 -1.051  0.51
H32 4.986 -0.401 -5.191  0.50
H33 0.667 -1.133 -5.051  0.53
H34 -1.768 -0.874 -5.261  0.42
H35 -2.658 0.978 -3.804  0.56
H36 -1.454 1.694 -1.806  0.31

Atoms 1-6, force components in eV/Å:
0.78 -0.03 -0.92
0.10 -0.28 0.10
0.19 0.18 -0.22
-0.05 1.41 0.17
-0.09 -0.27 -0.11
-0.04 -0.01 -0.03

***

# 2
C59H58BrF6N2O7PS | ωB97M-V with the def2-TZVPD basis set

Output
Charge: 0
Frontier orbital gap (eV): 7.395
SMILES: CCCCc1c(COc2ccccc2)c2c(c(C[C@@H](C)Br)c1P(=N)(O)O)C(=O)N(S(C)(=O)=O)C2=O.Fc1ccccc1.Fc1ccccc1.Fc1ccccc1.Fc1ccccc1.Fc1ccccc1.Fc1ccccc1
Calculated total energy (eV): -185904.220
Highest occupied orbital energy (eV): -8.529

Last column: Mulliken charge in e.
Geometry (Å):
C1 2.285 1.697 1.921  -1.23
C2 0.949 0.842 2.060  0.28
C3 0.746 0.026 0.715  -0.63
C4 0.519 -1.526 0.987  -0.86
C5 1.460 -2.455 0.154  0.12
C6 1.337 -2.368 -1.317  1.04
C7 0.384 -1.396 -2.086  -1.59
O1 -0.940 -1.304 -1.558  -0.18
C8 -1.810 -2.269 -2.053  0.54
C9 -3.233 -1.890 -2.090  -0.37
C10 -4.272 -2.804 -2.540  -0.30
C11 -3.930 -4.179 -2.971  -0.61
C12 -2.506 -4.542 -2.956  -0.78
C13 -1.463 -3.611 -2.495  0.14
C14 2.173 -3.255 -2.099  0.54
C15 3.134 -4.242 -1.528  0.48
C16 3.279 -4.290 -0.076  0.84
C17 4.325 -5.301 0.509  -1.54
C18 3.692 -6.653 1.046  0.00
C19 4.010 -7.795 -0.018  -1.16
Br1 4.501 -7.283 2.749  -0.18
C20 2.443 -3.396 0.771  -0.11
P1 2.524 -3.408 2.615  0.67
N1 1.192 -4.072 3.149  -0.81
O2 2.741 -1.830 3.157  -0.32
O3 3.791 -4.275 3.218  -0.43
C21 3.816 -5.051 -2.673  -0.56
O4 4.326 -6.126 -2.671  -0.43
N2 3.615 -4.139 -3.814  0.01
S1 4.993 -3.114 -3.945  1.20
C22 6.180 -3.384 -2.555  -0.83
O5 4.489 -1.737 -3.841  -0.63
O6 5.730 -3.349 -5.181  -0.63
C23 2.321 -3.453 -3.636  -0.39
O7 1.634 -3.154 -4.557  -0.49
H1 2.329 2.396 2.793  0.26
H2 3.207 1.056 1.864  0.29
H3 2.170 2.283 0.964  0.40
H4 0.983 0.206 2.983  0.16
H5 0.112 1.597 2.106  -0.07
H6 -0.125 0.405 0.112  0.23
H7 1.674 0.160 0.085  0.32
H8 0.583 -1.694 2.086  0.44
H9 -0.544 -1.774 0.701  0.37
H10 0.864 -0.375 -2.044  0.43
H11 0.392 -1.674 -3.178  0.53
H12 -3.527 -0.865 -1.762  0.35
H13 -5.339 -2.465 -2.522  0.32
H14 -4.731 -4.889 -3.289  0.35
H15 -2.277 -5.586 -3.289  0.32
H16 -0.410 -3.961 -2.493  0.16
H17 5.001 -5.583 -0.349  0.32
H18 5.009 -4.795 1.249  0.66
H19 2.580 -6.555 1.089  0.45
H20 3.268 -7.802 -0.856  0.24
H21 3.963 -8.788 0.501  0.44
H22 5.032 -7.707 -0.461  0.30
H23 0.673 -3.393 3.720  0.27
H24 2.385 -1.774 4.066  0.34
H25 3.477 -4.736 4.024  0.35
H26 7.039 -2.662 -2.629  0.44
H27 5.627 -3.086 -1.618  0.23
H28 6.526 -4.451 -2.501  0.32
F1 9.461 -4.809 -2.752  -0.31
C24 10.272 -4.052 -3.515  0.38
C25 10.026 -3.953 -4.872  -0.31
C26 10.860 -3.167 -5.658  -0.38
C27 11.933 -2.499 -5.079  -0.47
C28 12.171 -2.611 -3.714  -0.34
C29 11.332 -3.388 -2.925  -0.46
H29 9.190 -4.487 -5.306  0.41
H30 10.673 -3.076 -6.721  0.36
H31 12.585 -1.890 -5.694  0.36
H32 13.009 -2.094 -3.264  0.36
H33 11.496 -3.480 -1.858  0.40
F2 -5.358 0.042 -2.286  -0.29
C30 -5.952 0.928 -1.461  0.46
C31 -5.823 0.769 -0.094  -0.30
C32 -6.430 1.685 0.757  -0.48
C33 -7.167 2.740 0.229  -0.73
C34 -7.292 2.884 -1.149  -0.28
C35 -6.676 1.975 -2.000  -0.58
H34 -5.252 -0.064 0.299  0.50
H35 -6.330 1.575 1.830  0.45
H36 -7.644 3.451 0.893  0.45
H37 -7.869 3.703 -1.558  0.59
H38 -6.754 2.075 -3.075  0.25
F3 3.849 3.078 4.393  -0.32
C36 4.668 2.075 4.751  0.24
C37 4.129 0.847 5.091  0.03
C38 4.977 -0.191 5.456  -0.35
C39 6.351 0.013 5.486  -0.61
C40 6.879 1.252 5.146  -0.35
C41 6.034 2.288 4.771  -0.53
H39 3.054 0.710 5.070  0.38
H40 4.566 -1.159 5.718  0.35
H41 7.011 -0.797 5.775  0.38
H42 7.951 1.411 5.174  0.37
H43 6.430 3.258 4.494  0.41
F4 -2.519 2.266 3.069  -0.33
C42 -2.526 3.587 2.824  0.30
C43 -3.614 4.156 2.187  -0.32
C44 -3.623 5.522 1.939  -0.39
C45 -2.538 6.303 2.321  -0.51
C46 -1.448 5.721 2.956  -0.49
C47 -1.442 4.356 3.214  -0.36
H44 -4.447 3.530 1.889  0.41
H45 -4.474 5.978 1.447  0.42
H46 -2.544 7.369 2.123  0.39
H47 -0.601 6.330 3.249  0.37
H48 -0.604 3.889 3.716  0.49
F5 -9.306 4.206 -2.678  -0.28
C48 -9.796 3.861 -3.885  0.39
C49 -11.153 3.980 -4.123  -0.45
C50 -11.658 3.629 -5.368  -0.43
C51 -10.802 3.154 -6.356  -0.46
C52 -9.441 3.035 -6.101  -0.53
C53 -8.933 3.396 -4.860  -0.19
H49 -11.805 4.344 -3.338  0.40
H50 -12.718 3.725 -5.569  0.36
H51 -11.198 2.877 -7.326  0.37
H52 -8.775 2.662 -6.870  0.36
H53 -7.874 3.318 -4.647  0.41
F6 -6.962 7.149 2.492  -0.33
C54 -6.686 7.548 3.747  0.33
C55 -6.998 6.716 4.807  -0.38
C56 -6.708 7.125 6.102  -0.37
C57 -6.119 8.365 6.323  -0.46
C58 -5.815 9.193 5.249  -0.38
C59 -6.095 8.781 3.953  -0.35
H54 -7.464 5.757 4.617  0.42
H55 -6.941 6.478 6.939  0.36
H56 -5.897 8.685 7.334  0.37
H57 -5.360 10.161 5.422  0.37
H58 -5.856 9.410 3.104  0.43

Atoms 1-6, force components in eV/Å:
-1.06 -0.17 0.08
0.50 0.98 -1.20
0.29 -0.58 0.22
-0.34 -0.01 -0.27
0.64 -0.64 -0.45
1.19 -1.84 0.31

***

# 3
C36H32CdF3N3O6PS3 | ωB97M-V with the def2-TZVPD basis set

Output
ΔE to the lowest compared entry with this formula, charge and spin (kcal per mole): 7.04
Charge: -1
Frontier orbital gap (eV): 7.477
Calculated total energy (eV): -109124.451
Highest occupied orbital energy (eV): -5.192

Last column: Mulliken charge in e.
Geometry (Å):
Cd1 -1.583 1.397 1.491  2.83
O1 -1.411 -1.340 -0.167  -0.53
S1 -0.864 -1.764 1.115  1.86
O2 -1.640 -2.733 1.845  -0.78
O3 -0.448 -0.595 1.925  -0.91
C1 0.675 -2.619 0.733  -0.56
C2 0.818 -3.907 1.237  -0.75
C3 1.952 -4.649 0.953  -0.64
C4 2.950 -4.107 0.154  -0.79
C5 2.805 -2.824 -0.344  -0.28
C6 1.676 -2.056 -0.056  -0.08
P1 1.491 -0.371 -0.787  1.51
C7 1.706 -0.901 -2.540  0.58
C8 2.855 -0.779 -3.312  -0.29
C9 2.875 -1.238 -4.624  -0.65
C10 1.753 -1.838 -5.174  -0.63
C11 0.604 -1.975 -4.404  -0.48
C12 0.574 -1.500 -3.102  -1.40
C13 3.107 0.394 -0.372  0.02
C14 3.791 0.121 0.812  -0.62
C15 4.905 0.864 1.181  -0.65
C16 5.361 1.893 0.372  -0.60
C17 4.683 2.186 -0.804  -0.78
C18 3.563 1.453 -1.163  -0.51
H1 0.019 -4.308 1.844  0.64
H2 2.053 -5.652 1.349  0.39
H3 3.834 -4.684 -0.086  0.41
H4 3.579 -2.405 -0.977  0.39
H5 3.749 -0.334 -2.892  0.45
H6 3.778 -1.133 -5.214  0.42
H7 1.773 -2.199 -6.195  0.37
H8 -0.276 -2.449 -4.821  0.47
H9 -0.322 -1.602 -2.497  0.64
H10 3.446 -0.674 1.461  0.42
H11 5.414 0.636 2.109  0.42
H12 6.231 2.470 0.659  0.39
H13 5.019 2.997 -1.438  0.42
H14 3.019 1.713 -2.064  0.58
F1 -1.304 5.756 5.089  -0.23
C19 -0.101 5.654 4.502  0.63
F2 0.782 6.238 5.355  -0.33
F3 -0.124 6.434 3.405  -0.23
C20 0.291 4.238 4.200  -0.09
C21 1.435 3.714 4.765  -0.15
C22 1.828 2.409 4.490  -0.91
C23 1.034 1.677 3.630  -0.51
N1 -0.066 2.175 3.077  -0.33
C24 -0.495 3.437 3.329  0.38
S2 -1.936 3.897 2.542  -0.48
H15 2.027 4.330 5.428  0.48
H16 2.718 1.982 4.927  0.43
H17 1.262 0.653 3.356  0.57
C25 -5.144 -5.305 -0.500  -1.47
C26 -5.010 -3.855 -0.118  1.06
C27 -5.099 -3.453 1.210  -0.81
C28 -4.918 -2.127 1.567  -0.58
C29 -4.652 -1.184 0.588  0.32
C30 -4.567 -1.564 -0.740  -0.28
C31 -4.750 -2.892 -1.087  -0.70
S3 -4.407 0.508 1.072  1.28
O4 -5.703 1.109 1.228  -0.75
O5 -3.577 1.104 0.007  -1.02
O6 -3.596 0.439 2.303  -0.85
H18 -5.614 -5.881 0.297  0.38
H19 -4.162 -5.743 -0.692  0.27
H20 -5.741 -5.423 -1.406  0.36
H21 -5.286 -4.193 1.980  0.28
H22 -4.950 -1.824 2.605  0.40
H23 -4.339 -0.821 -1.492  0.35
H24 -4.669 -3.188 -2.127  0.34
C32 -1.223 1.458 -4.068  -1.39
C33 -0.785 1.925 -2.723  0.94
C34 0.211 2.808 -2.342  -1.01
C35 0.147 2.871 -0.939  0.29
N2 -0.823 2.081 -0.509  -0.35
N3 -1.375 1.519 -1.592  0.65
C36 0.959 3.669 0.025  -1.43
H25 -0.645 1.961 -4.841  0.35
H26 -2.279 1.674 -4.231  0.35
H27 -1.067 0.384 -4.175  0.19
H28 0.884 3.340 -2.994  0.41
H29 -2.178 0.916 -1.440  0.05
H30 1.790 4.160 -0.479  0.35
H31 1.365 3.025 0.807  0.13
H32 0.335 4.426 0.505  0.43

Atoms 1-6, force components in eV/Å:
-0.27 0.09 0.49
0.01 -0.02 -0.02
0.05 -0.14 -0.16
-0.08 0.08 0.04
0.03 0.06 -0.04
-0.03 0.04 0.08

***

# 4
C9H12N2O | ωB97M-V with the def2-TZVPD basis set

Output
ΔE to the lowest compared entry with this formula, charge and spin (kcal per mole): 175.24
Charge: 0
Frontier orbital gap (eV): 9.483
Calculated total energy (eV): -14548.080
Highest occupied orbital energy (eV): -8.937

Last column: Mulliken charge in e.
Geometry (Å):
C1 0.057 -2.542 -1.406  -0.78
C2 1.038 -1.526 -0.768  -0.31
C3 -1.173 -1.152 0.302  -0.49
C4 -1.176 -2.646 0.731  -0.51
C5 0.288 0.788 -0.145  0.74
C6 1.416 1.664 -0.122  -0.32
C7 1.451 2.979 0.465  -0.22
C8 -0.661 2.939 0.522  -0.46
C9 -0.707 1.514 0.300  -0.54
H1 0.447 -3.385 -2.134  0.32
H2 -0.518 -1.996 -2.060  0.40
H3 1.872 -2.137 -0.047  0.23
H4 1.438 -0.887 -1.649  0.32
H5 -1.510 -0.348 1.184  0.50
H6 -2.164 -1.147 -0.226  0.25
H7 -1.963 -3.325 0.907  0.34
H8 -0.352 -2.826 1.491  0.21
H9 2.580 1.685 -0.243  0.15
H10 2.616 3.456 0.956  0.22
H11 -1.596 3.648 0.448  0.28
H12 -1.665 0.991 0.337  0.42
N1 0.139 -0.700 0.027  0.17
N2 0.375 3.754 0.826  -0.51
O1 -0.747 -3.402 -0.526  -0.41

Atoms 1-6, force components in eV/Å:
1.88 -4.48 -0.47
0.73 -2.14 0.18
-3.90 0.42 4.73
4.43 -0.59 -1.47
3.08 -2.37 1.94
5.17 1.96 0.99

***

# 5
C31H39ClF19NO6 | ωB97M-V with the def2-TZVPD basis set

Output
Charge: 0
Frontier orbital gap (eV): 6.546
SMILES: COCCCCCCCCCCC[C@H]1[C@@H](OC#N)OC(=O)[C@@]1(Cl)CCC(F)=C(F)F.FC(F)C(F)(F)COC(F)(F)C(F)F.FC(F)C(F)(F)COC(F)(F)C(F)F
Calculated total energy (eV): -110696.462
Highest occupied orbital energy (eV): -8.362

Last column: Mulliken charge in e.
Geometry (Å):
C1 -3.072 6.329 2.467  -0.41
O1 -4.206 7.223 2.389  -0.33
C2 -3.798 8.568 2.033  -0.57
C3 -3.186 8.710 0.549  -0.82
C4 -3.951 7.832 -0.568  -0.15
C5 -2.947 7.224 -1.702  -0.91
C6 -2.775 5.629 -1.619  -0.34
C7 -4.164 4.813 -1.828  -0.86
C8 -4.602 4.042 -0.458  0.18
C9 -4.594 2.427 -0.730  -0.68
C10 -3.801 1.794 0.552  -0.34
C11 -3.803 0.185 0.581  -0.92
C12 -2.447 -0.512 0.073  -0.14
C13 -1.093 0.087 0.688  -0.05
C14 -0.447 -0.536 2.022  -0.13
O2 -0.294 -1.977 2.169  0.12
C15 0.921 -2.166 2.944  0.34
N1 2.088 -2.366 3.227  -0.51
O3 0.896 0.070 1.979  -0.41
C16 1.326 0.152 0.587  0.02
O4 2.446 0.513 0.168  -0.54
C17 0.111 -0.337 -0.348  0.69
Cl1 -0.044 0.961 -1.680  -0.13
C18 0.103 -1.816 -0.977  -0.43
C19 1.515 -2.585 -0.948  -0.39
C20 2.362 -2.379 -2.290  0.21
F1 2.701 -3.558 -3.060  -0.34
C21 2.834 -1.112 -2.818  0.12
F2 2.000 -0.433 -3.764  -0.22
F3 4.116 -0.602 -2.428  -0.12
H1 -3.495 5.276 2.696  0.13
H2 -2.480 6.229 1.491  0.09
H3 -2.339 6.570 3.324  0.34
H4 -3.068 9.039 2.787  0.33
H5 -4.758 9.219 2.083  0.27
H6 -3.151 9.822 0.258  0.37
H7 -2.098 8.349 0.588  0.30
H8 -4.679 8.529 -1.111  0.38
H9 -4.575 6.969 -0.129  0.19
H10 -1.903 7.678 -1.486  0.37
H11 -3.263 7.586 -2.741  0.32
H12 -2.082 5.326 -2.498  0.28
H13 -2.217 5.356 -0.657  0.20
H14 -3.999 4.059 -2.692  0.39
H15 -4.973 5.547 -2.190  0.35
H16 -5.614 4.416 -0.066  0.42
H17 -3.826 4.324 0.358  -0.33
H18 -3.940 2.181 -1.646  0.22
H19 -5.646 1.981 -0.777  0.27
H20 -2.766 2.281 0.542  0.20
H21 -4.305 2.142 1.539  0.28
H22 -4.148 -0.187 1.626  0.33
H23 -4.640 -0.164 -0.146  0.40
H24 -2.480 -1.634 0.368  -0.27
H25 -2.437 -0.515 -1.087  0.41
H26 -0.928 1.214 0.748  0.48
H27 -0.992 -0.100 2.935  0.38
H28 -0.676 -2.529 -0.527  -0.23
H29 -0.195 -1.693 -2.092  0.63
H30 1.266 -3.719 -0.900  0.24
H31 2.170 -2.373 -0.034  0.40
F4 -3.959 -6.323 2.214  -0.25
C22 -3.326 -5.390 1.479  0.14
F5 -3.897 -5.426 0.248  -0.28
C23 -1.821 -5.645 1.375  0.90
F6 -1.567 -6.808 0.728  -0.29
F7 -1.283 -4.660 0.593  -0.30
C24 -1.049 -5.629 2.706  -0.75
O5 -0.778 -6.901 3.308  -0.42
C25 -1.795 -7.462 4.115  0.71
F8 -2.758 -6.545 4.330  -0.28
F9 -1.226 -7.691 5.322  -0.29
C26 -2.336 -8.780 3.550  0.20
F10 -2.851 -8.617 2.311  -0.21
F11 -3.336 -9.262 4.327  -0.25
H32 -3.531 -4.407 1.913  0.26
H33 -0.057 -5.228 2.478  0.41
H34 -1.471 -4.921 3.425  0.37
H35 -1.547 -9.533 3.491  0.24
F12 8.611 -0.229 -2.347  -0.25
C27 7.404 -0.487 -1.805  0.25
F13 7.339 0.244 -0.662  -0.28
C28 7.203 -1.972 -1.498  0.91
F14 8.088 -2.403 -0.565  -0.29
F15 5.969 -2.116 -0.934  -0.26
C29 7.251 -2.920 -2.713  -0.75
O6 8.492 -3.597 -2.961  -0.42
C30 9.468 -2.898 -3.707  0.77
F16 8.925 -1.783 -4.231  -0.28
F17 9.770 -3.694 -4.761  -0.30
C31 10.741 -2.622 -2.899  0.20
F18 10.480 -1.889 -1.793  -0.21
F19 11.634 -1.914 -3.633  -0.25
H36 6.632 -0.115 -2.483  0.18
H37 6.550 -3.730 -2.492  0.40
H38 6.855 -2.455 -3.621  0.36
H39 11.213 -3.554 -2.581  0.23

Atoms 1-6, force components in eV/Å:
0.11 -1.38 0.41
1.91 0.53 -0.27
-0.76 1.36 -0.67
0.32 -0.84 0.27
-0.09 0.24 -0.71
0.56 0.29 1.02